1.
{"formula": "C3H4N2S", "method": "ωB97M-V/def2-TZVPD", "symbols": ["N", "C", "C", "S", "H", "H", "H", "H", "C", "N"], "positions_angstrom": [[-0.01859, 0.85594, 0.30589], [-0.78565, -0.01440, 0.66680], [0.13981, 1.54863, -1.03902], [1.48505, -2.16327, 1.16107], [-0.06087, 0.87204, -1.86558], [-1.81656, -1.20339, 1.81855], [1.10954, 2.02460, -1.05300], [-0.73196, 2.21859, -1.08564], [1.77062, -3.05780, -0.08257], [-1.09139, -1.08093, 1.17350]], "forces_ev_per_angstrom": [[-0.097, 0.719, -1.706], [1.797, 0.254, 0.139], [-2.028, -0.728, 1.674], [0.762, -1.418, -1.754], [0.621, -0.354, 0.015], [-1.351, -0.035, 0.773], [-0.097, 0.120, -0.157], [0.785, 0.498, -0.061], [-0.322, 1.214, 1.710], [-0.070, -0.270, -0.633]], "spin_multiplicity": 1, "homo_ev": -9.8670, "homo_lumo_gap_ev": 10.26}

***

2.
{"formula": "C5H8N3", "method": "ωB97M-V/def2-TZVPD", "symbols": ["H", "H", "H", "C", "N", "H", "H", "N", "H", "H", "C", "C", "C", "N", "H", "C"], "positions_angstrom": [[-2.18487, -1.72264, 1.66668], [-2.52249, -1.58140, -0.76476], [-0.79435, -0.32513, -1.78853], [0.47697, 0.15372, -0.42596], [-0.65537, -0.64833, -0.86955], [0.94015, 2.25081, -0.81959], [-0.66403, 1.90227, -0.93903], [-1.60580, -1.18997, 1.12448], [0.12389, 2.15391, 0.68387], [1.52544, -1.52892, 0.03663], [1.55835, -0.44855, -0.05618], [-1.66385, -1.15840, -0.18989], [2.65475, 0.26871, 0.37868], [3.59118, 0.78428, 0.78765], [-0.98982, -0.58501, 1.55178], [0.20985, 1.67465, -0.37630]], "forces_ev_per_angstrom": [[-1.954, -1.439, 1.488], [0.863, 0.231, 0.683], [-1.005, -0.465, -1.662], [-2.317, 2.266, 0.734], [0.122, 0.898, 0.362], [2.092, 0.871, -1.052], [-0.999, 0.167, -0.207], [-0.127, 0.176, -3.059], [-0.049, -1.338, -1.622], [0.525, -0.027, -0.246], [-0.158, -2.078, 0.325], [0.298, -0.201, -0.098], [1.544, 0.352, 0.612], [0.328, 0.394, 0.110], [1.797, 1.207, 1.356], [-0.960, -1.014, 2.278]], "smiles": "C/C(=C\\C#N)NC=[NH2+]", "spin_multiplicity": 1, "homo_ev": -14.4986, "charge": 1, "homo_lumo_gap_ev": 10.17}

***

3.
{"formula": "C31H29ClI2MnN2O3SiTe", "method": "ωB97M-V/def2-TZVPD", "symbols": ["H", "O", "C", "O", "H", "H", "H", "H", "H", "C", "C", "C", "C", "C", "H", "H", "C", "C", "H", "C", "C", "H", "C", "Mn", "H", "H", "H", "H", "H", "C", "H", "Cl", "C", "H", "H", "C", "C", "H", "O", "H", "Si", "H", "C", "C", "C", "N", "Te", "C", "H", "C", "C", "N", "H", "H", "H", "C", "H", "I", "C", "C", "C", "C", "C", "C", "H", "H", "I", "C", "C", "H", "C"], "positions_angstrom": [[0.51707, 0.98585, -0.27495], [-1.49123, -0.50648, -0.43899], [-2.14754, 3.04309, -0.54585], [1.63567, -2.41374, 0.16881], [0.31143, 0.85920, 7.42338], [0.87117, 3.25592, 7.17246], [3.36710, -0.79595, 3.99581], [3.57968, 2.04712, -5.82367], [0.73293, 3.15951, -5.70311], [-0.16494, 2.58254, 4.01687], [1.71982, -2.15720, 4.26896], [0.55053, 3.09650, 0.10888], [0.48558, 2.69507, 6.32949], [1.35231, 0.22719, -3.03370], [0.12406, 1.50013, -5.79845], [-1.09701, -4.20404, 2.37924], [-0.31459, 0.62977, 5.38812], [2.61897, -1.41479, 3.52058], [0.55515, 4.35705, 4.97193], [0.66936, -3.00319, 2.27316], [-1.19392, -2.93746, -3.65677], [-0.40363, 2.55156, -4.48895], [-2.15208, 0.54637, -0.76225], [0.02541, -1.82693, -1.01212], [-0.55991, -0.42000, 5.50920], [-4.28046, -3.88365, -1.62314], [1.66592, 3.59769, -2.45952], [-1.44547, -5.04617, -0.33138], [-2.42146, -2.85025, -5.38726], [-0.37608, -3.86798, 1.61831], [0.03601, -3.48735, 4.25095], [0.54986, 5.76860, 0.56536], [-1.42253, 1.85575, -0.53319], [-0.28324, -2.67619, -4.18540], [-0.28899, 3.07008, 3.05461], [2.49187, 3.11153, -2.98125], [-3.56854, -3.33266, -3.59340], [1.60425, 3.13034, 0.35159], [-3.31661, 0.57900, -1.14590], [3.00594, 0.37216, -5.84974], [1.86997, 1.65226, -4.01972], [-3.19710, 2.99289, -0.80452], [0.16938, 1.35041, 6.46813], [-2.18052, -3.55886, -1.63922], [-1.55085, 4.24823, -0.21163], [-1.03839, -3.15618, -2.31341], [-1.12095, 0.15329, 2.43933], [1.60258, -2.30400, 1.44580], [3.19788, 2.76055, -2.22452], [-2.38536, -3.02637, -4.31828], [2.53678, -1.49170, 2.14752], [-1.04043, -3.20074, 0.50617], [-2.11983, 5.16850, -0.19760], [4.17708, 0.88166, -4.63315], [0.10672, -4.76529, 1.21473], [-0.06392, 1.89683, -0.22154], [-2.90444, -4.23316, 0.25899], [3.86438, -0.40466, 0.93079], [-1.94569, -4.07050, -0.25152], [0.31132, 3.30813, 5.09530], [-3.41955, -3.61146, -2.22660], [0.96494, -0.72044, -2.35075], [0.45305, 2.28293, -5.11168], [3.29542, 1.19754, -5.19574], [-4.53790, -3.36500, -4.07444], [-1.55997, -2.39908, 0.85384], [1.91494, -2.19991, 6.37213], [0.75012, -2.93164, 3.65270], [-0.48257, 1.22774, 4.13977], [2.99690, 3.86434, -3.59285], [-0.20582, 4.25570, 0.12326]], "forces_ev_per_angstrom": [[0.011, 0.021, 0.056], [-0.141, 0.275, 0.181], [-0.002, -0.029, 0.046], [0.004, 0.278, 0.192], [-0.014, -0.050, -0.023], [-0.008, 0.006, -0.004], [-0.001, 0.007, -0.009], [-0.025, 0.033, 0.014], [0.075, 0.011, 0.033], [-0.071, -0.036, -0.284], [0.085, -0.016, 0.394], [0.034, 0.107, 0.016], [-0.002, -0.026, -0.012], [0.253, 0.229, -0.281], [0.006, -0.033, 0.028], [0.027, -0.032, -0.016], [-0.160, -0.231, -0.171], [-0.023, -0.010, -0.013], [-0.005, -0.009, -0.033], [-0.052, 0.052, -0.110], [-0.044, 0.007, -0.318], [-0.005, -0.012, 0.002], [-0.100, -0.530, -0.082], [-0.246, -1.538, -0.053], [0.047, 0.038, 0.052], [0.029, -0.036, 0.027], [-0.031, -0.001, 0.033], [0.060, 0.035, 0.086], [0.063, 0.034, 0.002], [0.280, -0.027, -0.047], [0.017, -0.012, 0.003], [0.062, 0.104, 0.035], [0.098, 0.242, 0.060], [-0.032, 0.079, 0.033], [0.049, 0.032, 0.026], [-0.083, -0.208, 0.005], [-0.300, -0.042, -0.171], [0.009, -0.018, -0.004], [0.068, 0.168, -0.005], [-0.018, -0.013, 0.019], [0.058, -0.060, -0.241], [-0.005, -0.026, 0.010], [0.040, 0.121, 0.066], [-0.466, -0.151, -0.083], [0.000, 0.027, 0.002], [0.350, 0.425, 0.530], [0.122, -0.070, 0.211], [0.160, -0.074, 0.028], [-0.005, -0.008, 0.003], [0.179, -0.038, 0.118], [0.186, 0.076, -0.357], [-0.096, 0.600, -0.167], [0.022, 0.016, -0.007], [-0.014, -0.013, 0.019], [-0.022, 0.039, -0.074], [-0.073, -0.060, -0.142], [0.040, -0.007, 0.033], [-0.167, -0.058, 0.217], [-0.055, -0.125, -0.253], [0.023, 0.047, 0.130], [0.217, -0.030, 0.136], [-0.011, 0.488, -0.053], [0.078, -0.069, 0.180], [-0.136, -0.002, 0.153], [0.011, 0.047, 0.022], [-0.168, 0.001, -0.043], [-0.016, -0.032, -0.205], [-0.121, 0.010, -0.005], [0.035, 0.259, 0.190], [-0.026, -0.029, -0.074], [-0.054, -0.153, -0.051]], "spin_multiplicity": 6, "homo_ev": [0.9070, -1.1026], "charge": -2, "s_squared": 8.79, "homo_lumo_gap_ev": [2.49, 4.05]}

***

4.
{"formula": "C43H39FeN6O3S2", "method": "ωB97M-V/def2-TZVPD", "symbols": ["C", "H", "C", "C", "H", "H", "C", "C", "C", "H", "H", "H", "H", "C", "C", "H", "N", "C", "N", "N", "H", "O", "C", "H", "S", "H", "C", "H", "H", "H", "O", "C", "H", "C", "H", "H", "C", "C", "C", "C", "H", "H", "C", "C", "H", "H", "C", "C", "C", "N", "C", "C", "C", "O", "C", "C", "N", "H", "C", "C", "H", "C", "H", "C", "H", "C", "H", "C", "H", "H", "H", "H", "H", "C", "S", "C", "H", "H", "H", "H", "N", "C", "C", "H", "Fe", "C", "H", "H", "C", "C", "C", "H", "C", "C"], "positions_angstrom": [[1.62965, 1.38001, 3.79811], [-1.64897, -3.57274, -5.10287], [-4.84726, 0.55187, -0.83218], [-0.02606, -0.58355, 2.54721], [-3.87954, -1.16355, -1.72935], [-2.42305, -5.05180, -1.16261], [-1.28803, 6.12378, -1.17295], [2.89722, -5.97494, 1.38258], [-1.42745, -2.80650, 0.12756], [-2.49047, -5.36026, -3.61941], [2.29633, 0.93485, 3.05604], [2.71908, -5.37978, -0.68749], [2.64341, -3.85276, 4.01006], [-3.30561, 2.13449, 0.15478], [2.19886, -2.79223, -0.52813], [-1.21173, 2.45877, -5.24015], [-0.14802, 0.53584, -2.72563], [2.46145, -3.29254, 1.95028], [-0.95683, -1.64765, 0.49486], [-2.52354, 0.15768, -0.93395], [-1.64037, 5.11476, 0.70096], [1.22445, 2.32454, 0.59777], [-0.96725, 1.23502, -3.50426], [-2.00799, 1.25154, -3.21090], [-0.17413, 2.64875, 0.54728], [3.68426, -1.08755, -3.08602], [2.48188, -3.72609, 0.62694], [-0.77838, -1.48321, -4.17946], [-0.07341, 7.15876, -4.18709], [-0.76749, 1.52981, 5.08084], [2.31514, -3.17450, -1.69468], [2.66182, -4.19697, 2.98299], [2.76223, -0.94789, 4.88059], [-0.64702, 6.08698, -2.40721], [0.66753, 4.94875, -3.66264], [3.06370, -7.02176, 1.15923], [0.00734, 1.01122, 5.64874], [2.87417, -5.54127, 2.70134], [-0.51547, 1.90075, -4.63093], [-0.37110, 3.98791, -0.59608], [3.02364, -6.24855, 3.50829], [0.52931, 1.74586, 6.26692], [1.97356, -0.32956, -2.06301], [0.83377, 1.83312, -4.94195], [-5.85428, 0.23662, -1.06147], [-5.41879, 2.36750, 0.17076], [-1.58830, -3.07196, -1.30452], [-1.15376, 5.08341, -0.26470], [-1.05106, -2.77548, 2.51920], [1.27822, -0.79101, -1.08594], [-1.11493, -2.03935, -2.12467], [0.99777, 0.32108, 4.69952], [3.44502, -0.48168, -2.21104], [-0.85465, 3.04344, 1.75559], [2.70566, -5.06821, 0.34920], [2.11392, -0.34434, 5.51997], [1.76811, -1.58415, -0.10274], [-0.47597, 0.29059, 6.31213], [1.68800, 1.11245, -4.12157], [-2.11258, -4.43829, -3.19775], [1.22035, 2.33907, -5.81699], [-4.59140, 1.74345, -0.14386], [2.21429, 2.07020, 4.40990], [-0.68599, -1.60460, 1.85995], [1.72425, -0.98476, 6.31243], [-0.19223, -1.90833, 4.54965], [3.84114, -0.98501, -1.33593], [-1.64155, -3.42933, -4.02911], [0.87944, 1.96568, 3.26890], [3.91768, 0.49945, -2.31210], [-0.00325, -2.02508, 5.60865], [-1.80418, 7.18318, -3.85079], [2.27023, -2.24783, 2.15764], [1.16561, 0.46815, -3.01035], [-1.67824, -3.93463, 1.39666], [0.24329, -0.73713, 3.89455], [2.72640, 0.42509, 5.99434], [-3.09601, 3.02988, 0.71879], [-0.71419, 8.18217, -2.89830], [-1.89588, 6.98319, -0.91383], [-0.90049, 1.39796, -0.13603], [-0.82568, -2.93136, 3.88332], [-3.77177, -0.22172, -1.20298], [2.74495, 1.03905, -4.33435], [-0.62116, -0.46404, -1.08880], [-1.14773, -2.24162, -3.49857], [0.93119, 3.09592, -2.04611], [0.31770, 0.28005, 1.99671], [-0.81442, 7.21454, -3.39053], [-2.07954, -4.26360, -1.82369], [0.29020, 3.93822, -1.81605], [-1.11271, -3.83889, 4.39803], [0.14611, 4.98321, -2.71251], [-2.25843, 1.29943, -0.26504]], "forces_ev_per_angstrom": [[0.008, -0.007, -0.017], [-0.005, -0.003, 0.007], [-0.005, 0.104, 0.068], [0.016, 0.011, -0.028], [0.004, 0.015, 0.004], [0.002, 0.002, -0.013], [-0.013, -0.006, 0.031], [0.003, 0.001, -0.014], [-0.039, -0.032, -0.276], [0.006, 0.003, 0.002], [-0.002, 0.014, 0.010], [-0.007, 0.000, 0.012], [-0.004, 0.001, 0.004], [0.094, -0.002, 0.010], [0.124, 0.238, 0.361], [0.006, -0.001, -0.003], [0.045, -0.162, 0.238], [-0.012, -0.041, 0.028], [-0.036, -0.080, -0.042], [0.034, 0.048, 0.015], [0.023, 0.018, 0.000], [-0.052, -0.019, -0.047], [0.086, 0.060, -0.116], [-0.024, 0.000, 0.005], [0.192, 0.111, 0.018], [-0.018, -0.032, 0.014], [-0.096, 0.050, -0.089], [-0.008, -0.014, 0.004], [0.000, -0.002, 0.006], [0.005, -0.009, 0.005], [-0.055, -0.040, -0.222], [0.001, 0.009, -0.040], [0.003, 0.022, -0.002], [-0.004, 0.033, -0.030], [-0.002, -0.001, 0.012], [0.000, 0.009, 0.004], [0.017, -0.007, 0.012], [0.011, 0.003, 0.004], [-0.045, -0.032, 0.074], [0.034, 0.053, -0.033], [-0.001, 0.007, -0.007], [-0.006, -0.003, -0.007], [-0.171, 0.339, -0.226], [0.081, -0.042, 0.028], [0.004, 0.003, 0.004], [0.003, -0.007, -0.004], [0.067, 0.053, 0.212], [-0.039, -0.031, -0.069], [-0.014, -0.028, 0.107], [-0.120, -0.534, -0.001], [0.078, 0.001, -0.005], [-0.023, -0.009, 0.017], [-0.060, 0.040, -0.050], [-0.021, 0.004, 0.010], [0.034, -0.039, 0.003], [0.008, 0.012, -0.019], [-0.027, 0.002, -0.087], [0.003, 0.011, -0.001], [-0.039, 0.080, -0.147], [0.010, 0.033, 0.011], [0.000, 0.001, -0.002], [-0.079, -0.073, -0.050], [0.000, -0.004, -0.003], [0.019, 0.031, -0.082], [-0.007, -0.015, -0.020], [-0.007, 0.026, -0.005], [0.032, 0.005, 0.050], [-0.010, -0.016, 0.009], [0.002, -0.006, 0.007], [-0.016, -0.026, -0.020], [0.003, 0.005, -0.003], [0.002, -0.001, 0.001], [0.001, 0.009, 0.005], [0.229, -0.159, 0.227], [0.001, -0.059, -0.007], [-0.019, -0.003, 0.029], [-0.010, -0.007, 0.009], [0.002, -0.007, -0.003], [0.000, -0.001, -0.001], [0.006, -0.008, 0.001], [-0.326, -0.279, -0.031], [0.010, 0.035, 0.004], [0.061, -0.036, -0.026], [-0.014, 0.006, -0.011], [0.067, 0.521, 0.085], [-0.008, -0.004, 0.030], [-0.001, -0.004, 0.001], [-0.009, -0.024, 0.013], [-0.003, -0.020, 0.025], [-0.026, -0.023, -0.011], [-0.012, 0.019, 0.034], [0.002, 0.007, -0.006], [0.021, -0.026, -0.009], [0.039, -0.067, 0.017]], "spin_multiplicity": 2, "homo_ev": [-7.5850, -7.5784], "s_squared": 0.77, "homo_lumo_gap_ev": [7.21, 7.15]}

***

5.
{"formula": "C17H18N2O4S", "method": "ωB97M-V/def2-TZVPD", "symbols": ["O", "H", "C", "C", "H", "H", "C", "N", "C", "C", "H", "H", "C", "H", "H", "C", "C", "S", "H", "C", "C", "C", "H", "H", "C", "O", "H", "H", "H", "C", "H", "C", "H", "C", "H", "O", "C", "H", "N", "H", "C", "O"], "positions_angstrom": [[-3.89506, 1.67785, 3.56856], [1.16650, 2.56056, 0.04639], [-0.69152, 0.63987, -0.70980], [2.36377, -1.17714, -4.08633], [2.86290, -0.24018, -2.24526], [1.34079, 0.60389, -0.81285], [0.72882, -0.29188, -2.53110], [0.49923, 0.35973, -1.31686], [-1.20448, -0.64912, 4.85934], [-0.53953, 1.36476, 0.59293], [3.77820, -1.56227, -6.51261], [-0.78115, -1.62682, -5.23716], [0.54105, 2.96064, 2.04350], [3.68152, -3.10842, -5.66093], [-4.45751, -0.49855, 4.14853], [1.33108, -1.57135, -4.93607], [-3.60378, -0.97462, 4.62406], [-2.58743, 1.39322, 4.07461], [-1.25412, -0.40743, 5.92695], [3.80528, -1.39717, -4.37949], [0.01840, -1.32276, -4.57849], [-0.29501, -0.68937, -3.38849], [1.31505, 3.69411, 2.21055], [1.54148, -2.06615, -5.87031], [2.04812, -0.53896, -2.89037], [4.66568, -1.00890, -3.62035], [-3.72092, -0.92060, 5.71222], [5.22304, -2.23161, -5.73164], [-1.03000, -1.71744, 4.73541], [4.14404, -2.12402, -5.65593], [-0.33586, 3.15940, 4.00927], [-1.37365, 1.75420, 2.80326], [-0.37947, -0.09583, 4.41394], [-1.47650, 1.10772, 1.59005], [-3.54772, -2.01951, 4.31751], [-2.17580, 2.03255, 5.29454], [0.46194, 2.30591, 0.82570], [-2.27719, 0.40696, 1.41645], [-2.41776, -0.28352, 4.16811], [-1.32071, -0.50348, -3.11836], [-0.37373, 2.67633, 3.04563], [-1.77801, 0.32940, -1.14513]], "forces_ev_per_angstrom": [[-0.101, -0.187, -0.213], [0.060, 0.004, -0.066], [0.179, 0.055, 0.121], [-0.503, 0.247, 0.401], [0.083, 0.025, 0.057], [-0.235, -0.048, -0.005], [0.025, -0.206, -0.426], [0.349, 0.166, 0.212], [0.374, -0.033, 0.215], [-0.198, 0.150, 0.296], [-0.077, -0.006, -0.109], [-0.071, -0.019, -0.044], [-0.016, 0.000, 0.026], [-0.081, -0.077, -0.065], [-0.145, -0.205, 0.060], [0.213, 0.010, 0.045], [-0.446, 0.036, 0.062], [0.244, -0.346, -0.130], [0.042, -0.056, -0.026], [0.223, -0.141, -0.223], [0.044, 0.003, 0.006], [-0.150, 0.017, 0.017], [0.046, 0.060, 0.022], [0.050, -0.058, -0.099], [-0.046, -0.056, -0.096], [-0.034, -0.015, -0.030], [-0.015, -0.038, -0.005], [-0.009, 0.015, 0.022], [0.010, 0.018, -0.053], [0.296, 0.053, 0.117], [0.076, 0.085, 0.095], [-0.242, -0.111, 0.405], [0.195, -0.123, 0.079], [0.058, -0.052, -0.323], [0.021, 0.037, 0.005], [0.242, -0.089, -0.103], [-0.085, -0.081, 0.030], [-0.066, -0.115, -0.110], [-0.108, 1.091, -0.274], [-0.017, -0.001, 0.002], [-0.015, 0.074, 0.133], [-0.165, -0.082, -0.030]], "smiles": "CC(=O)c1cccc(NC(=O)c2cccc(S(=O)(=O)N(C)C)c2)c1", "spin_multiplicity": 1, "homo_ev": -8.9918, "homo_lumo_gap_ev": 9.06}